1.
Density functional theory data (wB97M-V/def2-TZVPD) for 2 unconnected molecules or ions with the total composition C4H12N2OS in a non-equilibrium geometry.

## Properties
Multiplicity: 3
HOMO energy (alpha / beta) in eV: -5.36 / -9.83
Expectation value of S²: 2.01
Energy relative to the best compared isomer or geometry (same formula, charge and spin) in kcal/mol: 33.3
Gap between HOMO and LUMO (alpha / beta) in Eh: 0.215 / 0.291

```
20
Properties=species:S:1:pos:R:3:mulliken_spin:R:1
C -1.04583 -1.24377 1.69908 -0.01
C 1.07128 2.35567 0.90130 0.00
C -0.72752 -0.22221 0.71633 -0.05
C 0.07630 1.74154 -0.02126 -0.02
N 1.39957 -0.89414 -3.22807 0.10
N -0.77248 0.98695 0.93202 0.00
O -0.13916 -3.07317 -2.76463 0.30
S 1.17477 -2.24182 -2.09570 1.60
H -1.95009 -1.04225 2.26956 0.00
H -1.02766 -2.24960 1.37966 0.00
H -0.29955 -1.08254 2.40831 0.00
H 0.52199 2.70674 1.73807 0.00
H 1.78938 1.60311 1.34691 0.00
H 1.65970 3.12971 0.41238 0.00
H -0.23226 -0.65979 -0.14439 0.05
H -0.68210 -3.28904 -1.95092 0.00
H -0.35982 2.52396 -0.53847 0.00
H 0.66377 1.19112 -0.69732 0.01
H 1.94676 -0.19210 -2.76647 -0.01
H 1.81811 -1.28500 -4.05682 0.02
```

2.
Density functional theory data (wB97M-V/def2-TZVPD) for a molecular structure, C21H20ClCoF3N3O6S3.

## Properties
Multiplicity: 5
HOMO energy (alpha / beta) in eV: -7.61 / -7.62
Expectation value of S²: 6.02
Energy relative to the best compared isomer or geometry (same formula, charge and spin) in kcal/mol: 32.7
Gap between HOMO and LUMO (alpha / beta) in Eh: 0.248 / 0.211

```
58
Properties=species:S:1:pos:R:3:mulliken_spin:R:1
Co 0.39049 -0.09126 -0.06507 2.74
Cl 3.12257 -5.36974 3.97508 0.00
C 2.31966 -3.96656 3.31388 0.00
C 1.12555 -3.51808 3.89400 0.00
C 0.47869 -2.42292 3.38800 0.01
C 0.98431 -1.70926 2.27296 0.01
O 0.31527 -0.69740 1.81459 0.08
C 2.21185 -2.16870 1.71114 -0.02
C 2.86980 -1.51674 0.61707 0.00
N 2.41739 -0.46466 0.02949 0.03
C 3.13785 0.25092 -0.94640 0.00
C 4.44718 0.06937 -1.28872 0.01
C 5.06561 0.89069 -2.25884 0.00
C 4.38080 1.89433 -2.87169 0.00
C 3.02185 2.12072 -2.53968 0.00
C 2.24237 3.14745 -3.12357 0.00
C 0.94539 3.31589 -2.74785 0.01
C 0.40576 2.44728 -1.77745 0.00
N 1.09483 1.48959 -1.21799 0.04
C 2.40329 1.30157 -1.58239 0.00
C 2.84882 -3.30797 2.24481 0.00
H 0.71652 -4.05311 4.74137 0.00
H -0.44823 -2.07208 3.82227 0.00
H 3.81713 -1.95845 0.29960 0.00
H 5.03356 -0.70550 -0.81350 0.00
H 6.10349 0.71615 -2.50971 0.00
H 4.86142 2.53104 -3.60332 0.00
H 2.68996 3.79066 -3.87171 0.00
H 0.32785 4.09244 -3.17593 0.00
H -0.62929 2.53911 -1.46528 -0.01
H 3.77099 -3.66014 1.79840 0.00
O -3.44389 -1.62345 0.01370 0.06
S -2.27034 -1.21347 0.74568 0.03
N -1.59636 0.07311 -0.09863 0.45
C -4.10464 3.00455 2.64942 0.02
C -2.67669 2.78310 2.19716 0.15
S -2.38231 1.42331 0.93995 0.28
O -3.00517 0.30588 1.82375 0.02
C -3.58225 1.94431 -0.31675 0.01
C -4.94916 1.28908 -0.16209 0.01
H -4.10469 3.74004 3.45679 0.01
H -4.53931 2.08390 3.03422 0.00
H -4.73664 3.39026 1.85191 0.00
H -2.03730 2.45053 3.01521 0.00
H -2.23103 3.66580 1.73364 0.01
H -3.13116 1.62882 -1.25625 0.00
H -3.62608 3.03417 -0.27088 0.00
H -4.85551 0.20658 -0.19514 0.00
H -5.57408 1.60667 -0.99737 0.00
H -5.44038 1.56131 0.76674 0.00
F -2.06604 -2.49757 -2.93566 0.00
C -1.05261 -3.34689 -2.74965 0.00
F -0.39000 -3.47638 -3.90648 0.00
F -1.54272 -4.53569 -2.40286 0.00
S 0.07375 -2.71865 -1.44840 0.00
O 1.18586 -3.62033 -1.41320 0.00
O 0.37272 -1.34929 -1.89112 0.02
O -0.76673 -2.72436 -0.24729 0.01
```

3.
Density functional theory data (wB97M-V/def2-TZVPD) for a molecular structure, C18H18CdCl3F3N6S2.

## Properties
HOMO energy in eV: -0.56
Charge: -2
Gap between HOMO and LUMO in Eh: 0.165

```
51
Properties=species:S:1:pos:R:3:lowdin_charge:R:1
Cd 0.42153 0.53030 -0.40315 1.11
Cl 0.21815 -2.41258 -0.18038 0.55
C 1.04423 -2.54696 1.42455 -0.95
Cl 1.50305 -0.98173 2.15257 0.45
H 1.95676 -3.11802 1.29451 0.02
H 0.36597 -3.02357 2.12286 0.01
S 0.03022 3.31127 -1.37953 0.43
C -1.53915 2.65103 -1.56506 -1.23
S -1.85195 0.97272 -1.22239 0.40
C -2.61042 3.44782 -1.98286 -0.44
C -3.92812 2.95505 -2.14760 -0.30
N -5.02144 2.61052 -2.29075 0.11
C -2.45619 4.83640 -2.21460 -0.31
N -2.38718 5.97286 -2.41470 0.10
C 1.71953 5.61050 3.16304 -0.08
C 0.25546 5.87271 3.50019 -0.42
C -0.09895 5.33566 4.88300 -0.08
C -0.68488 5.32183 2.42596 -0.11
N -0.67135 3.87573 2.34317 -0.10
C 0.16273 3.06692 1.68312 -0.24
N -0.27259 1.83746 1.81273 -0.06
N -1.37176 1.90234 2.58808 -0.03
N -1.62456 3.11088 2.91027 0.05
H 2.37361 6.08623 3.89595 0.07
H 1.97821 5.99362 2.17448 0.08
H 1.93991 4.54126 3.17687 0.07
H 0.09134 6.95629 3.49454 0.13
H 0.08404 4.26099 4.93815 0.08
H -1.15170 5.49974 5.11774 0.08
H 0.50697 5.81988 5.65093 0.07
H -0.42734 5.69957 1.43472 0.13
H -1.71770 5.60015 2.63239 0.13
H 1.00102 3.38592 1.09375 0.07
Cl -2.60969 -5.09394 -1.65369 0.58
C -1.02384 -5.13782 -2.42056 -0.63
C -0.44936 -6.37498 -2.60593 -0.19
C 0.80187 -6.50231 -3.20228 -0.18
C 1.44848 -5.32245 -3.59657 -0.16
C 0.87253 -4.09081 -3.41402 -0.09
C -0.42749 -3.89961 -2.82108 -0.44
C -0.95000 -2.64026 -2.57762 -0.23
H -0.99554 -7.25129 -2.27541 0.08
H 1.25301 -7.47562 -3.34745 0.06
H 2.43111 -5.37585 -4.05660 0.08
H 1.40703 -3.19978 -3.72607 0.10
H -1.99841 -2.53261 -2.33054 0.00
H -0.52057 -1.81046 -3.13171 0.02
F 3.35274 -0.49432 -0.45807 -0.05
C 2.61139 0.63136 -0.72890 -0.66
F 2.98438 0.97973 -1.99242 -0.02
F 3.19487 1.60046 0.07379 -0.06
```

4.
Density functional theory data (wB97M-V/def2-TZVPD) for C2H2ClNS2 in the gas phase in a non-equilibrium geometry.

## Properties
HOMO energy (alpha / beta) in eV: -8.83 / -8.76
Energy relative to the best compared isomer or geometry (same formula, charge and spin) in kcal/mol: 1.8
Gap between HOMO and LUMO (alpha / beta) in Eh: 0.259 / 0.251

```
8
Properties=species:S:1:pos:R:3:lowdin_charge:R:1
C -0.18140 -0.08993 0.16168 -0.35
C -1.09951 -1.07713 0.20644 -0.56
N 0.51981 0.15316 -0.98413 -0.47
S 2.02519 2.35672 0.14118 0.10
S 1.52046 1.27189 -1.41993 0.47
Cl -1.69298 -1.55364 1.71337 0.67
H 0.21064 0.49242 0.94948 0.04
H -1.30221 -1.55347 -0.76809 0.10
```

5.
Density functional theory data (wB97M-V/def2-TZVPD) for C10H14N2O in the gas phase in a non-equilibrium geometry.

## Properties
HOMO energy (alpha / beta) in eV: -8.15 / -8.15
Energy relative to the best compared isomer or geometry (same formula, charge and spin) in kcal/mol: 147.9
Gap between HOMO and LUMO (alpha / beta) in Eh: 0.272 / 0.272

```
27
Properties=species:S:1:pos:R:3:lowdin_charge:R:1
C -1.62381 0.19060 1.43539 -0.05
C -0.64300 -0.18892 0.71755 -0.03
C 1.40427 -0.78454 -0.31498 -0.29
C 0.28799 1.12007 -1.63591 -0.51
C -2.49518 0.77575 2.21430 0.06
C 2.41499 -1.63675 -0.48156 0.07
C 1.50870 0.54968 -0.96200 -0.25
C 1.93824 1.46917 0.16370 -0.06
C -0.10100 -2.53677 0.66355 -0.02
C -2.09626 1.22228 -1.73716 -0.12
N 0.22551 -1.11395 0.35901 -0.08
N -0.92011 0.67924 -1.19084 0.02
O 0.45649 1.90536 -2.56501 0.04
H -3.37506 0.31905 2.52429 0.04
H -2.14926 1.76067 2.65894 0.10
H 2.33167 -2.62478 -0.03901 0.04
H 3.41033 -1.37966 -0.73423 0.06
H 2.39905 0.65956 -1.63894 0.16
H 2.72184 2.17009 -0.24856 0.10
H 2.47091 0.96559 0.97224 0.08
H 1.08448 1.98619 0.59297 0.08
H 0.46988 -3.31929 -0.02290 0.12
H 0.13543 -2.74316 1.74734 0.10
H -1.22221 -2.69397 0.66072 0.10
H -1.91167 1.90962 -2.46896 0.04
H -2.73535 0.43794 -2.31731 0.11
H -2.80681 1.41278 -0.94691 0.06
```

Molecular weight, respectively: 136.22 657.99 658.28 139.63 178.24 g/mol.
E, respectively: -742.32092 -4765.00814 -3669.54184 -1388.66335 -573.98350 a.u..